one) ORCA calculation (wB97M-V/def2-TZVPD) on a structure of composition C39H46FeN7O5P.

- 2S+1 = 5
- <S²> = 6.02
- E_HOMO (spin up / spin down) (eV) = -6.65 / -7.31
- frontier orbital gap (spin up / spin down) (Eh) = 0.2644 / 0.2885
- LUMO energy (spin up / spin down) (eV) = 0.55 / 0.54
- charge = 0

The geometry in XYZ format:
```
99
Properties=species:S:1:pos:R:3:lowdin_charge:R:1
Fe 0.34087 -0.38323 -0.08713 0.816
C 0.78680 1.63795 2.49506 -0.177
C 2.03535 0.80166 2.84169 -0.201
N 2.21854 -0.32278 1.96222 -0.075
C 3.51143 -0.55770 1.35056 -0.179
C 3.53328 -0.32186 -0.18694 -0.175
N 2.42777 0.54732 -0.59469 -0.096
C 2.60105 1.91597 -0.09487 -0.178
C 1.25405 2.53317 0.23697 -0.193
N 0.44220 1.63180 1.06719 -0.091
H 0.93238 2.66399 2.85603 0.120
H -0.07544 1.23831 3.02535 0.073
H 1.94448 0.50543 3.89429 0.112
H 2.92452 1.43179 2.79723 0.105
H 1.74208 -1.17031 2.22205 0.079
H 3.82736 -1.58616 1.52870 0.118
H 4.25965 0.07674 1.83308 0.107
H 3.43554 -1.25827 -0.72533 0.097
H 4.50228 0.11224 -0.46497 0.117
H 2.33598 0.55315 -1.60492 0.121
H 3.12065 2.55559 -0.81567 0.127
H 3.23587 1.88824 0.78903 0.099
H 0.70700 2.70085 -0.68290 0.052
H 1.39331 3.51078 0.71725 0.126
H -0.52379 1.93302 0.97720 0.093
O -1.46041 -1.67875 -0.70224 -0.088
C -1.41059 -0.50526 -1.09863 -0.308
C -2.56912 -0.06049 -1.96308 -0.215
C -3.73583 -0.82432 -1.98572 -0.029
C -4.86294 -0.36310 -2.64068 -0.072
C -4.83338 0.87361 -3.27586 -0.075
C -3.67325 1.62966 -3.28091 -0.079
C -2.52519 1.16680 -2.63680 -0.329
P -0.94206 2.10851 -2.74342 1.113
C -1.34690 3.56753 -1.71898 -0.404
C -2.22221 3.44902 -0.63845 -0.098
C -2.36163 4.48323 0.28007 -0.082
C -1.63053 5.65312 0.13170 -0.091
C -0.75414 5.78149 -0.93900 -0.085
C -0.60559 4.74539 -1.84858 -0.123
C -1.07904 2.72480 -4.46956 -0.386
C -0.55996 1.87544 -5.44729 -0.106
C -0.64509 2.20461 -6.79243 -0.085
C -1.23319 3.40087 -7.17892 -0.090
C -1.74340 4.25864 -6.21413 -0.083
C -1.67207 3.92064 -4.86926 -0.111
H -3.73345 -1.77488 -1.46565 0.112
H -5.76884 -0.95686 -2.65186 0.103
H -5.71860 1.24803 -3.77660 0.103
H -3.65694 2.57926 -3.80132 0.099
H -2.80817 2.54325 -0.52081 0.103
H -3.05187 4.37522 1.10805 0.104
H -1.74424 6.46109 0.84312 0.101
H -0.17791 6.69042 -1.06384 0.104
H 0.10192 4.84903 -2.66408 0.110
H -0.09022 0.94326 -5.15056 0.101
H -0.24484 1.52841 -7.53762 0.103
H -1.29226 3.66417 -8.22751 0.101
H -2.20758 5.19241 -6.50744 0.102
H -2.09362 4.59214 -4.13118 0.100
O 1.29360 -1.83940 -1.57842 -0.050
C 1.41932 -2.68192 -0.66102 -0.623
O 1.13154 -2.40046 0.53638 -0.073
C 1.95987 -4.04215 -0.98075 -0.125
C 2.17543 -4.95701 0.03904 -0.018
C 2.68860 -6.23131 -0.21911 0.016
C 2.96536 -6.52677 -1.52984 -0.217
O 3.45922 -7.69381 -2.04652 0.029
C 3.60885 -7.47621 -3.44997 -0.134
O 3.09878 -6.18157 -3.75222 0.029
C 2.74899 -5.61611 -2.54997 -0.200
C 2.24808 -4.36540 -2.31445 0.079
H 1.92997 -4.66199 1.04988 0.111
H 2.85772 -6.95280 0.56936 0.118
H 3.03754 -8.22840 -3.99355 0.134
H 4.66831 -7.52134 -3.71026 0.134
H 2.06911 -3.64392 -3.10006 0.131
C -2.36021 -0.43791 2.53311 -0.181
N -3.32870 -0.88810 3.53518 -0.085
C -3.78685 -2.22933 3.14563 -0.171
N -2.68162 -3.18358 3.04766 -0.083
C -1.72829 -2.68061 2.05295 -0.167
N -1.20849 -1.34182 2.41274 -0.074
C -0.57558 -1.47000 3.73219 -0.185
N -1.50153 -1.93693 4.76573 -0.085
C -2.63113 -1.00266 4.81974 -0.175
C -2.01600 -3.24693 4.34710 -0.176
H -2.01453 0.56125 2.81248 0.108
H -2.85430 -0.37700 1.56040 0.121
H -4.28638 -2.16222 2.17722 0.126
H -4.50457 -2.58521 3.88742 0.123
H -2.21428 -2.62076 1.08493 0.104
H -0.88158 -3.36262 1.96856 0.124
H -0.17068 -0.50490 4.04613 0.100
H 0.24641 -2.18641 3.65041 0.128
H -2.26135 -0.01614 5.11148 0.123
H -3.33772 -1.34574 5.57767 0.123
H -2.72299 -3.60502 5.09795 0.122
H -1.18261 -3.94968 4.28734 0.125
```

=====

two) ORCA calculation (wB97M-V/def2-TZVPD) on a structure of composition C39H46FeN7O5P.

- 2S+1 = 5
- <S²> = 6.02
- E_HOMO (spin up / spin down) (eV) = -6.46 / -7.26
- frontier orbital gap (spin up / spin down) (Eh) = 0.2532 / 0.2824
- LUMO energy (spin up / spin down) (eV) = 0.43 / 0.43
- charge = 0

The geometry in XYZ format:
```
99
Properties=species:S:1:pos:R:3:lowdin_charge:R:1
Fe -0.01582 0.86965 0.45383 0.729
C -0.19265 2.32712 2.93508 -0.164
C 0.50573 3.42148 2.13853 -0.175
N 0.65618 3.08233 0.71620 -0.084
C 1.98476 3.33104 0.15895 -0.178
C 2.72680 2.02092 -0.19708 -0.192
N 2.26478 0.91633 0.64674 -0.098
C 2.71506 1.08796 2.03626 -0.176
C 1.66213 0.61965 3.03161 -0.169
N 0.32183 0.98946 2.59849 -0.118
H -1.25330 2.32246 2.68310 0.119
H -0.09603 2.54885 4.00675 0.121
H 1.48456 3.62677 2.57880 0.104
H -0.08091 4.33872 2.23771 0.126
H -0.06512 3.60718 0.20968 0.047
H 2.58745 3.92863 0.84981 0.108
H 1.89071 3.92864 -0.74942 0.115
H 3.80914 2.18641 -0.11874 0.123
H 2.51905 1.75494 -1.22883 0.059
H 2.55006 0.01388 0.28058 0.060
H 2.93612 2.14149 2.19335 0.099
H 3.64590 0.54322 2.22600 0.125
H 1.89570 0.99498 4.03597 0.125
H 1.69485 -0.47234 3.06650 0.106
H -0.33648 0.29842 2.93895 0.108
O -1.79019 -0.34278 1.28685 -0.084
C -0.92727 -0.97743 0.65433 -0.319
C -1.11630 -2.48395 0.64115 -0.226
C -2.40030 -3.01322 0.67296 -0.029
C -2.59768 -4.38420 0.63295 -0.063
C -1.49047 -5.23135 0.60595 -0.072
C -0.21151 -4.70084 0.58674 -0.118
C -0.00706 -3.31662 0.56319 -0.349
P 1.68399 -2.59504 0.54817 1.121
C 2.34200 -3.31075 2.11492 -0.357
C 1.49141 -3.60988 3.18016 -0.099
C 1.99987 -3.97732 4.42006 -0.083
C 3.36815 -4.04754 4.62463 -0.093
C 4.22656 -3.75222 3.57467 -0.088
C 3.71903 -3.38309 2.33904 -0.101
C 2.53441 -3.50585 -0.80379 -0.360
C 1.90179 -4.35238 -1.71160 -0.090
C 2.57764 -4.84367 -2.82209 -0.078
C 3.89696 -4.49186 -3.05540 -0.088
C 4.53629 -3.63120 -2.17372 -0.085
C 3.85607 -3.13451 -1.07440 -0.127
H -3.23813 -2.32897 0.73313 0.115
H -3.59894 -4.79340 0.64373 0.103
H -1.62641 -6.30506 0.60751 0.104
H 0.64668 -5.36337 0.60218 0.114
H 0.41849 -3.55644 3.04985 0.101
H 1.31727 -4.21422 5.22576 0.104
H 3.76397 -4.32599 5.59215 0.101
H 5.29829 -3.80148 3.71798 0.102
H 4.41407 -3.16842 1.53980 0.079
H 0.86415 -4.62545 -1.57303 0.089
H 2.06185 -5.50038 -3.51042 0.104
H 4.41504 -4.86152 -3.93007 0.102
H 5.55848 -3.32555 -2.35494 0.103
H 4.36065 -2.42121 -0.43396 0.086
O -1.51732 4.32459 -0.06183 -0.005
C -2.18183 3.27810 0.05854 -0.587
O -1.69926 2.11277 -0.02134 -0.112
C -3.65911 3.37802 0.33800 -0.121
C -4.36180 2.25696 0.75834 -0.011
C -5.72736 2.32555 1.06056 0.019
C -6.32983 3.54801 0.90692 -0.220
O -7.64028 3.87535 1.13569 0.027
C -7.76916 5.25352 0.77737 -0.134
O -6.47739 5.74547 0.43014 0.027
C -5.63181 4.66310 0.48572 -0.205
C -4.29535 4.62147 0.19969 0.074
H -3.82413 1.32203 0.85003 0.103
H -6.28344 1.46302 1.39865 0.117
H -8.15287 5.81301 1.63268 0.134
H -8.43760 5.34226 -0.08352 0.134
H -3.73274 5.48898 -0.11223 0.129
C 1.17778 0.01612 -2.44388 -0.176
N 1.12190 -0.06185 -3.89955 -0.077
C -0.16613 -0.65849 -4.26880 -0.171
N -1.30006 0.11127 -3.75986 -0.078
C -1.19509 0.18903 -2.30708 -0.165
N 0.07681 0.82371 -1.87729 -0.112
C 0.12821 2.17483 -2.48537 -0.151
N 0.05211 2.12288 -3.94161 -0.078
C 1.15678 1.30253 -4.43570 -0.169
C -1.20783 1.46845 -4.30599 -0.161
H 2.13200 0.44620 -2.14824 0.097
H 1.10744 -0.99418 -2.03097 0.113
H -0.21180 -1.67308 -3.86692 0.126
H -0.23139 -0.70595 -5.35765 0.124
H -1.23267 -0.81799 -1.88733 0.115
H -2.01628 0.77705 -1.89972 0.125
H 1.06885 2.64568 -2.20024 0.102
H -0.69505 2.76591 -2.08819 0.121
H 2.10126 1.77005 -4.14544 0.127
H 1.10912 1.25600 -5.52507 0.125
H -1.27479 1.41417 -5.39437 0.124
H -2.03919 2.06444 -3.92735 0.132
```

=====

The structure with the greatest stability is two).

=====

one) ORCA calculation (wB97M-V/def2-TZVPD) on a cluster of 2 separate species, C3H8P2 in total.

- E_HOMO (eV) = -8.99
- frontier orbital gap (Eh) = 0.3326
- LUMO energy (eV) = 0.06
- charge = 0

The geometry in XYZ format:
```
13
Properties=species:S:1:pos:R:3:lowdin_charge:R:1
C -1.76143 -0.77826 0.10364 -0.058
C -0.48755 -1.13385 -0.13678 -0.335
C 0.53988 -0.06736 -0.43060 -1.006
P 2.35758 -0.47637 0.03418 0.701
P 0.27571 1.63404 -0.03932 0.724
H -2.46711 -1.67792 0.06315 0.075
H -2.34440 0.12068 -0.03679 0.034
H -0.06930 -2.17446 -0.16365 0.102
H 0.31459 -0.06922 -2.18690 0.191
H 1.96828 -0.92764 1.31252 -0.123
H 2.85920 0.87470 0.60808 -0.079
H 0.44182 1.19504 1.30409 -0.072
H -1.05375 1.53470 -0.22002 -0.154
```

=====

two) ORCA calculation (wB97M-V/def2-TZVPD) on a cluster of 2 separate species, C3H8P2 in total.

- E_HOMO (eV) = -8.00
- frontier orbital gap (Eh) = 0.2763
- LUMO energy (eV) = -0.48
- charge = 0

The geometry in XYZ format:
```
13
Properties=species:S:1:pos:R:3:lowdin_charge:R:1
C -1.49984 -0.59186 -0.04748 -0.630
C -0.46835 -0.08253 -0.89024 -0.204
C 0.99142 0.85304 0.49503 -0.365
P -2.83606 0.31402 0.54562 0.767
P 2.72363 0.18650 0.44998 0.714
H -1.45226 -1.62588 0.36410 0.048
H -0.58624 0.87077 -1.55841 0.099
H -0.06410 -0.85453 -1.49631 0.038
H 0.55818 0.67512 1.39309 -0.044
H 0.84336 1.85430 0.17208 0.003
H -3.31756 -0.72961 1.31599 -0.189
H 2.86749 0.33098 -0.90811 -0.155
H 2.24034 -1.20031 0.16468 -0.083
```

=====

The structure with the greatest stability is two).

=====

one) ORCA calculation (wB97M-V/def2-TZVPD) on a cluster of 2 separate species, CHN6 in total.

- E_HOMO (spin up / spin down) (eV) = -4.54 / -4.35
- frontier orbital gap (spin up / spin down) (Eh) = 0.2877 / 0.3045
- LUMO energy (spin up / spin down) (eV) = 3.28 / 3.93
- charge = -1

The geometry in XYZ format:
```
8
Properties=species:S:1:pos:R:3:lowdin_charge:R:1
C 2.92793 0.28466 -0.19084 -0.327
N 3.39129 -0.92847 -0.43365 -0.138
N 3.82270 1.19133 0.17769 -0.135
N 4.67889 -0.76762 -0.19645 -0.199
N 4.93062 0.48251 0.16264 -0.200
N -0.42221 0.39293 -0.05945 -0.076
N 0.12608 0.72966 -1.05661 0.023
H -1.38652 -0.03648 -0.12209 0.052
```

=====

two) ORCA calculation (wB97M-V/def2-TZVPD) on the ion CHN6 with charge -1.

- E_HOMO (eV) = -2.56
- frontier orbital gap (Eh) = 0.2649
- LUMO energy (eV) = 4.65
- charge = -1

The geometry in XYZ format:
```
8
Properties=species:S:1:pos:R:3:lowdin_charge:R:1
C 0.20314 0.96923 0.07394 -0.333
N -1.82238 -1.94301 0.07439 0.110
N -0.96699 1.34054 0.23870 -0.072
N -1.76066 -0.79546 0.03457 -0.281
N -1.97161 0.38552 -0.04990 -0.047
N 2.33236 0.13421 -0.57633 -0.143
N 1.23572 0.37369 0.08793 -0.173
H 2.75042 -0.46471 0.11671 -0.061
```

=====

The structure with the greatest stability is one).